Entry 1:
Density functional theory data (ωB97M-V with the def2-TZVPD basis set) for a structure of composition C28H19CdF3N4O9S.

Element x y z (Å)
Cd 0.02588 0.71481 0.31182
O -1.49129 1.22501 -4.29163
C -0.53228 1.45374 -3.57540
O -2.06226 0.33997 -1.66497
C 0.82492 1.00672 -4.01252
C 1.00583 0.90518 -5.36566
C 2.25232 0.55808 -5.90151
C 3.32147 0.28200 -5.06205
C 3.15191 0.32967 -3.70233
C 1.89625 0.71532 -3.05862
O 1.73741 0.79604 -1.83679
N 4.31625 -0.03828 -2.90772
O 4.14758 -0.52081 -1.80879
O 5.42794 0.09242 -3.42530
N 2.43292 0.48514 -7.32110
O 1.48728 0.76731 -8.04914
O 3.53883 0.18583 -7.76340
H 0.17334 1.10660 -6.02373
H 4.28205 0.01181 -5.46979
F 3.64668 -1.81444 5.20307
C 3.24975 -0.83863 4.33527
F 4.25556 -0.68000 3.47364
F 3.17916 0.29522 5.07419
C 1.93905 -1.18518 3.70006
C 1.11770 -2.08819 4.35617
C -0.13203 -2.40421 3.85113
C -0.50592 -1.79963 2.65994
N 0.28025 -0.95482 2.01722
C 1.47875 -0.56445 2.51633
S 2.23700 0.70262 1.62757
H 1.46360 -2.54302 5.27498
H -0.79457 -3.08895 4.36080
H -1.47267 -1.96914 2.19946
C -5.83232 8.06697 2.29789
C -4.73787 7.44992 1.46155
C -3.69174 8.26155 1.01959
C -2.66345 7.71679 0.26799
C -2.66148 6.37260 -0.05893
C -3.71663 5.54726 0.35026
N -3.79112 4.21181 0.02616
C -2.82004 3.51578 -0.71913
C -2.46320 4.07238 -2.02597
C -1.53839 3.51085 -2.79550
C -0.72619 2.32335 -2.33488
C -1.37956 1.52143 -1.16408
C -2.35434 2.30804 -0.33422
C -2.84617 1.63728 0.95857
O -3.97666 1.95807 1.40485
O -2.07526 0.78858 1.48631
C -4.76060 6.09787 1.13026
C -5.86285 5.17559 1.57275
H -5.62295 9.12248 2.47471
H -5.92598 7.57644 3.26969
H -6.80680 7.99731 1.80689
H -3.68258 9.31366 1.28246
H -1.83852 8.34220 -0.05443
H -1.83484 5.94836 -0.61273
H -4.18765 3.56918 0.72452
H -3.02605 4.93257 -2.37280
H -1.36334 3.89529 -3.79545
H 0.25526 2.67502 -2.01223
H -2.70275 0.62997 -2.32959
H -6.29040 4.65379 0.71165
H -6.66260 5.70468 2.08757
H -5.48608 4.39459 2.24073

Forces on atoms 1 to 6 (eV/Å):
Cd -0.0190 0.1039 -0.0680
O 0.0184 0.0585 -0.0143
C -0.0253 -0.0915 0.0494
O 0.0372 0.0275 0.0184
C -0.0106 0.0097 0.0455
C 0.1152 -0.0411 0.0055

Electronic energy (eV): -77283.055
Energy above the lowest of the compared OMol25 structures with the same formula, charge and spin (eV): 0.486
Total charge: -2
HOMO level (eV): -2.4
Strongest force on any atom (eV/A): 0.38



Entry 2:
Density functional theory data (ωB97M-V with the def2-TZVPD basis set) for a structure of composition C10H24ClF6NO12S2Zr at a distorted geometry.

Element x y z (Å)
Zr 1.25625 -1.55474 0.11323
Cl -2.41531 0.16678 -0.19651
O -1.21675 -0.63393 -0.05346
O -3.54702 -0.60589 0.18648
O -2.29381 1.29557 0.68090
O -2.51294 0.54337 -1.57468
C 3.12651 1.78107 2.25281
F 2.15426 1.73774 3.12836
F 3.43750 3.04036 2.06143
F 4.15024 1.10127 2.68139
S 2.52222 1.11231 0.52722
O 1.13075 0.70149 0.67406
O 2.79798 2.06192 -0.49814
N 3.04528 -0.55217 0.31146
S 4.60315 -0.25664 -0.19355
O 4.65500 -0.40088 -1.61395
O 5.20149 0.91446 0.35541
C 5.59580 -1.65900 0.60275
F 6.66715 -1.81883 -0.12520
F 5.94146 -1.33591 1.82215
F 4.86548 -2.78427 0.59436
C -5.19071 4.70876 -0.79099
C -3.80860 4.10843 -1.04642
O -3.90569 3.21248 -2.15526
H -5.51310 5.38933 -1.57982
H -5.19944 5.24337 0.16157
H -5.98449 3.96504 -0.71797
H -3.57571 3.53470 -0.14517
H -3.03325 4.85570 -1.22673
H -3.47512 2.40578 -1.85674
C -2.36410 -3.77411 -0.87925
C -1.25005 -3.71891 0.16532
O -0.00338 -3.27024 -0.46373
H -3.32133 -3.97840 -0.39858
H -2.21216 -4.55142 -1.63020
H -2.51695 -2.81618 -1.37836
H -1.13859 -4.72286 0.57837
H -1.51158 -3.06290 0.99177
H 0.15717 -3.93069 -1.16260
C 2.08129 0.77423 -3.44653
C 0.83589 0.55643 -2.58744
O 0.86846 -0.72427 -1.85561
H 2.97023 0.88061 -2.83212
H 1.84427 1.67525 -4.00991
H 2.22908 -0.09224 -4.09475
H -0.05160 0.66593 -3.20969
H 0.80638 1.35905 -1.85393
H 0.68782 -1.32566 -2.60296
C -1.71710 -1.20792 3.31721
C -0.30312 -0.67652 3.08889
O 0.38983 -1.60216 2.17728
H -2.25540 -0.66729 4.09460
H -1.67600 -2.23712 3.69139
H -2.33139 -1.20238 2.41687
H 0.19021 -0.56843 4.05780
H -0.25274 0.34357 2.71268
H 0.36630 -2.40306 2.73448

Forces on atoms 1 to 6 (eV/Å):
Zr -4.5540 3.7717 0.2943
Cl -2.8092 2.5739 0.1673
O 3.5190 -2.7280 0.5811
O 0.3684 -0.7444 0.0306
O 0.4837 -0.3112 -0.4599
O 0.4714 -0.0265 0.0990

Electronic energy (eV): -88570.094
Total charge: +2
HOMO level (eV): -13.1
Strongest force on any atom (eV/A): 5.92



Entry 3:
Density functional theory data (ωB97M-V with the def2-TZVPD basis set) for a structure of composition Cu2H3HfO18S4 at a distorted geometry.

Element x y z (Å)
Hf -2.36735 1.52275 -0.89973
Cu 0.09420 -2.69131 -1.51670
Cu 2.20634 1.95244 1.84898
S -2.53934 -2.63889 1.70072
O -3.87075 -3.12009 1.86885
O -2.05523 -2.20190 3.00265
O -1.67648 -3.60247 1.13147
O -2.65431 -1.51593 0.77820
S 0.01735 5.47232 0.44288
O -0.51305 4.25785 -0.26743
O 0.54982 6.39298 -0.54902
O -1.10261 6.08797 1.16977
O 1.00229 5.01470 1.42915
S -3.58492 -0.85459 -3.85614
O -4.10364 0.28866 -3.15047
O -4.27895 -2.11352 -3.56097
O -3.45167 -0.57046 -5.26300
O -2.31387 -0.80089 -3.17306
S 2.90682 -2.01516 2.46287
O 1.80288 -1.56630 3.26453
O 3.70903 -0.83270 2.26071
O 3.68043 -3.01967 3.18852
O 2.51619 -2.48177 1.15574
O 0.52905 0.38802 -0.43306
H 1.05123 -0.30799 0.01126
O 5.14679 -0.15061 -0.95355
H 4.80567 -0.47562 -1.78676
H 4.49406 -0.41781 -0.30641

Forces on atoms 1 to 6 (eV/Å):
Hf 1.6485 -1.7734 -1.7642
Cu -0.6734 1.1017 0.7569
Cu -0.6656 -0.3041 -0.7408
S 0.1314 2.0271 0.3052
O -2.9079 -1.2247 0.7673
O 0.3779 0.2564 1.0677

Electronic energy (eV): -170811.969
Energy above the lowest of the compared OMol25 structures with the same formula, charge and spin (eV): 24.110
Total charge: -3
HOMO level (eV): -0.7
Strongest force on any atom (eV/A): 7.28